Formula: C25H35LaN6S
Source: OMol25
Level of theory: ωB97M-V with the def2-TZVPD basis set

Geometry (Å):
La: 1.78 -0.07 -0.62
N: 1.76 -4.22 -1.96
C: 0.41 -4.68 -1.48
C: -0.77 -4.04 -2.22
C: -1.16 -2.63 -1.78
N: -0.17 -1.64 -2.20
C: -1.35 -2.56 -0.21
C: -0.23 -3.25 0.56
N: 0.92 -2.28 0.76
C: 0.19 -4.56 0.03
H: 1.98 -4.50 -2.90
H: 2.51 -4.60 -1.33
H: 1.90 -3.21 -2.02
H: 0.46 -5.76 -1.66
H: -1.56 -4.77 -2.14
H: -0.54 -3.90 -3.31
H: -2.15 -2.34 -2.14
H: -0.58 -0.75 -2.00
H: -0.12 -1.70 -3.18
H: -2.22 -3.17 -0.03
H: -1.55 -1.51 0.13
H: -0.74 -3.45 1.55
H: 1.77 -2.80 1.00
H: 0.65 -1.81 1.65
H: -0.58 -5.27 0.33
H: 1.05 -5.01 0.64
S: 4.39 -3.55 -0.16
C: 3.92 -2.26 -1.06
N: 3.48 -1.45 -1.81
C: 1.21 3.38 4.28
C: 2.44 2.48 3.96
C: 2.62 1.38 5.08
C: 3.69 3.35 3.83
C: 2.19 1.76 2.71
N: 2.00 1.24 1.68
H: 1.50 4.05 5.11
H: 0.37 2.83 4.72
H: 0.90 4.02 3.44
H: 2.58 1.88 6.07
H: 3.60 0.86 5.01
H: 1.80 0.66 4.95
H: 3.81 3.97 4.77
H: 3.71 3.91 2.91
H: 4.67 2.87 3.88
N: 0.25 1.19 -1.41
C: -0.86 1.83 -1.43
C: -1.89 1.37 -0.41
C: -3.01 0.61 -0.76
C: -3.82 0.08 0.27
C: -3.50 0.24 1.60
C: -2.36 0.94 1.95
C: -1.62 1.59 0.95
C: -1.27 2.76 -2.53
C: -2.47 3.43 -2.49
C: -2.83 4.35 -3.45
C: -1.95 4.68 -4.46
C: -0.83 3.92 -4.59
C: -0.48 2.98 -3.65
H: -3.30 0.47 -1.82
H: -4.77 -0.43 0.10
H: -4.12 -0.24 2.37
H: -2.13 1.08 3.01
H: -0.70 2.12 1.18
H: -3.20 3.31 -1.63
H: -3.77 4.84 -3.29
H: -2.16 5.51 -5.14
H: -0.16 4.09 -5.47
H: 0.42 2.39 -3.80

Summary:
charge	+2

Now the Mulliken charges, all in e: La 1.5425; N -0.0267; C 0.1694; C -1.4598; C 0.1191; N -0.3100; C -0.2763; C 0.1820; N -0.4306; C -1.4090; H 0.3505; H 0.3134; H 0.1530; H 0.2627; H 0.4610; H 0.4513; H 0.6085; H -0.1042; H 0.1856; H 0.6002; H -0.7478; H 0.3597; H 0.2031; H 0.3226; H 0.4787; H 0.4645; S -0.3752; C 0.6050; N -0.8291; C -1.4903; C 1.8972; C -1.4724; C -1.5702; C -0.3474; N -0.3366; H 0.4150; H 0.3579; H 0.3881; H 0.3871; H 0.3792; H 0.3703; H 0.3756; H 0.3971; H 0.3975; N -0.9650; C 0.0367; C 0.3901; C 0.0695; C -0.8397; C -0.5135; C -0.8734; C -0.1434; C 0.7174; C -0.0285; C -0.8294; C -0.4184; C -0.6611; C -0.2683; H 0.5721; H 0.4011; H 0.4297; H 0.4263; H 0.6376; H 0.2588; H 0.4331; H 0.4273; H 0.3359; H 0.3933


Formula: C3H10N2
Source: OMol25
Level of theory: ωB97M-V with the def2-TZVPD basis set

Geometry (Å):
C: 2.41 -1.05 0.50
C: -2.61 0.67 -1.00
C: -1.55 -1.26 0.02
N: -1.20 0.85 0.80
N: -1.70 0.04 -0.02
H: 2.44 -1.11 1.57
H: 1.37 -1.49 0.40
H: 3.13 -1.53 -0.04
H: -3.44 0.01 -1.27
H: -2.89 1.71 -0.59
H: -2.05 0.98 -1.88
H: -0.87 -1.67 0.72
H: -1.89 -1.81 -0.91
H: 2.19 -0.08 0.17
H: -0.64 0.42 1.56

Summary:
ΔE to the lowest compared entry with this formula, charge and spin	77.0	kcal per mole
charge	0

Now the natural (NBO) charges, all in e: C -0.8489; C -0.4282; C -0.3373; N -0.5852; N -0.0323; H 0.2136; H 0.2029; H 0.2125; H 0.2208; H 0.2497; H 0.2193; H 0.1909; H 0.1863; H 0.2178; H 0.3181


Number 1: total energy -1731.51023 a.u.. Number 2: total energy -229.68656 a.u..